1.
This record from the Open Molecules 2025 dataset describes C14H39Cl2N3O2P3Ru as an isolated structure in a non-equilibrium geometry. The level of theory is ωB97M-V with the def2-TZVPD basis set.

Output
Kohn-Sham gap (alpha / beta), eV: 9.085 / 5.753
Expectation value of S²: 8.766
Net charge: +2
HOMO energy (alpha / beta), eV: -14.4 / -15.2
LUMO level (alpha / beta), eV: -5.3 / -9.5
2S+1: 6

Structure (XYZ):
```
64
C14H39Cl2N3O2P3Ru ωB97M-V with the def2-TZVPD basis set
C -7.5627 0.1439 -1.3062
C -6.1173 -0.2543 -1.2357
H -7.9588 0.2510 -0.2948
H -8.1203 -0.6159 -1.8612
H -7.6517 1.0845 -1.8574
O -5.4478 -0.4393 -0.2714
Cl -5.4021 -0.4500 -2.9108
Ru -1.0184 0.2112 -0.3382
P -1.1557 -2.1014 -0.4083
C -0.6218 -3.0324 1.0768
C -2.8488 -2.7282 -0.7180
H -2.8533 -3.8183 -0.8269
H -0.3398 -3.9396 -1.8082
H -3.2219 -2.2579 -1.6314
H -0.4798 -2.3893 -2.6997
H -1.2233 -2.7212 1.9352
H -3.4971 -2.4395 0.1136
C -0.1768 -2.8573 -1.7596
H -0.7337 -4.1112 0.9259
H 0.8842 -2.6529 -1.5934
H 0.4251 -2.8020 1.2919
P -0.9909 2.5202 -0.5386
C -0.3864 3.4930 0.8916
C 0.0340 3.1270 -1.9303
H -3.0448 2.7554 -1.7699
H -2.5636 4.3275 -1.0526
H -3.3008 3.0520 -0.0379
C -2.6363 3.2477 -0.8835
H -0.3038 2.6275 -2.8420
H -0.0536 4.2133 -2.0416
H -0.4191 4.5666 0.6791
H 0.6414 3.1990 1.1212
H 1.0787 2.8591 -1.7516
H -1.0068 3.2763 1.7654
Cl -1.8839 0.1798 -2.5612
C 2.1353 -0.9049 3.1857
N 1.2514 -0.5624 2.0581
C 0.4452 0.6004 2.4342
P 2.0870 -0.3126 0.4379
O 1.0168 0.1561 -0.6268
N 3.5141 0.8368 0.3960
C 3.2613 2.0452 -0.3804
C 4.1059 1.1325 1.6995
N 2.7058 -1.8702 -0.2818
C 3.3601 -1.5693 -1.5649
C 3.6389 -2.5836 0.5934
H 1.5245 -1.3385 4.0055
H 2.6458 -0.0168 3.6068
H 2.8927 -1.6518 2.9262
H 1.0812 1.4992 2.5642
H -0.3296 0.7906 1.6790
H -0.0931 0.4067 3.3870
H 2.4812 2.6615 0.0986
H 4.1883 2.6514 -0.4625
H 2.9751 1.7634 -1.4135
H 3.4036 1.7122 2.3329
H 4.4235 0.1937 2.1944
H 5.0297 1.7350 1.5672
H 4.2675 -0.9434 -1.4207
H 3.6521 -2.5114 -2.0763
H 2.6599 -1.0387 -2.2447
H 4.4251 -1.9070 0.9886
H 3.0757 -3.0843 1.4027
H 4.1328 -3.4140 0.0437
```

Atomic partial charges in e from the Mulliken method, atoms 1 to 6: -1.0402 0.7372 0.2977 0.3323 0.3385 -0.4355

---

2.
This record from the Open Molecules 2025 dataset describes a 7-piece molecular cluster, C14H39F3O13 overall in a non-equilibrium geometry. The level of theory is ωB97M-V with the def2-TZVPD basis set.

Output
Kohn-Sham gap, eV: 8.194
Net charge: 0
HOMO energy, eV: -8.3
LUMO level, eV: -0.1

Structure (XYZ):
```
69
C14H39F3O13 ωB97M-V with the def2-TZVPD basis set
O 0.1758 0.2834 0.8015
H -0.7673 0.4051 0.9329
H 0.7050 0.7158 1.4757
H 0.4170 0.7273 -0.0148
C 1.0819 2.7544 -2.0620
O 0.0881 3.7762 -1.7815
O 0.4906 1.5586 -1.6038
C 1.6498 2.7509 -3.5707
F 2.6980 3.5448 -3.7519
F 1.9789 1.5647 -4.0548
F 0.8050 3.3094 -4.4706
C 0.4825 5.1660 -1.8587
C -0.8488 5.9071 -1.6521
H -1.4455 5.8335 -0.7429
H -0.6783 6.9697 -1.8252
H -1.5986 5.5434 -2.3548
H 0.8568 5.3258 -2.8699
H 1.1786 5.5707 -1.1239
H 1.8805 3.0037 -1.3632
C -2.5547 1.9095 1.9926
C -2.0497 3.0996 1.0936
O -0.6860 3.0823 0.9071
O -2.3355 0.6504 1.4164
H -3.6127 2.0374 2.2215
H -1.9985 1.7898 2.9224
H -2.3811 4.0548 1.5008
H -2.5511 3.0103 0.1299
H -0.5851 3.2430 -0.0340
H -2.9925 0.0991 1.8477
C 2.6834 0.9417 2.8924
C 1.4752 0.5211 3.7495
O 1.1371 -0.8236 3.4869
O 2.2329 1.6556 1.7364
H 3.2501 0.0839 2.5302
H 3.4170 1.4911 3.4824
H 0.6769 1.2623 3.7885
H 1.8817 0.5144 4.7608
H 1.5863 -1.3965 4.1127
H 3.0147 1.8974 1.2345
C 2.4844 -2.9239 -3.7284
C 1.4133 -1.9450 -3.3384
O 1.5726 -1.2721 -2.1443
O 2.2742 -4.0603 -2.8363
H 3.4843 -2.5401 -3.5256
H 2.4264 -3.2223 -4.7751
H 0.4614 -2.4759 -3.3483
H 1.2990 -1.2496 -4.1699
H 1.1097 -0.4312 -2.1268
H 1.3692 -4.2354 -2.5682
C -1.1388 -3.4681 3.1072
C -0.7772 -4.9499 2.9146
O 0.4790 -5.2244 3.5708
O -0.3969 -2.6800 2.1633
H -0.8921 -3.1252 4.1120
H -2.2177 -3.3676 2.9890
H -0.6215 -5.1874 1.8623
H -1.4828 -5.5615 3.4769
H 0.5646 -6.1715 3.7016
H 0.0051 -2.0118 2.7231
C -1.6414 -2.2798 -0.8511
C -2.4899 -2.6649 -2.0012
O -3.5250 -3.5503 -1.5979
O -0.8526 -3.4102 -0.5221
H -2.2219 -2.0490 0.0422
H -1.0298 -1.4013 -1.0566
H -1.7707 -3.0867 -2.7034
H -3.0373 -1.8333 -2.4449
H -3.1011 -4.2837 -1.1462
H -0.5045 -3.1715 0.3401
```

Atomic partial charges in e from the Mulliken method, atoms 1 to 6: 0.1504 0.5139 0.2804 0.2631 -0.0401 -0.4057

---

3.
This record from the Open Molecules 2025 dataset describes C14H39InN3Na4O8P as an isolated structure in a non-equilibrium geometry. The level of theory is ωB97M-V with the def2-TZVPD basis set.

Output
Kohn-Sham gap, eV: 1.364
Net charge: +4
HOMO energy, eV: -18.1
LUMO level, eV: -16.7

Structure (XYZ):
```
70
C14H39InN3Na4O8P ωB97M-V with the def2-TZVPD basis set
In -4.4863 0.2973 -1.4385
Na -2.6883 0.6594 2.4041
Na -0.7157 0.4619 -3.2961
Na -1.1449 3.3918 -0.9228
Na -2.0100 -2.0966 0.0224
P -1.2010 0.6056 -0.4274
O -0.9527 -0.0189 0.9739
O -1.8455 -0.4396 -1.4032
O -0.0815 1.3985 -1.1358
O -2.4474 1.4866 -0.1191
C -0.6850 0.0884 6.5200
C -1.5262 0.2514 5.2405
C -2.9494 0.6817 5.5849
O -3.7516 0.7102 4.4294
C -5.1542 0.8268 4.7361
N -0.8556 1.0775 4.2196
H -1.2756 -0.4884 7.2329
H -0.4099 1.0348 6.9893
H 0.2427 -0.4504 6.3310
H -1.6360 -0.7582 4.8195
H -2.8883 1.6333 6.1236
H -3.3111 -0.1100 6.2486
H -5.3793 -0.0614 5.3321
H -5.6723 0.7411 3.7796
H -5.5018 1.7493 5.1992
H -0.3800 1.7895 4.7729
H -0.1559 0.5690 3.6651
C 3.9155 1.7919 0.1263
C 3.1286 3.0094 -0.3269
C 3.0855 3.0843 -1.8968
O 4.3308 3.3081 -2.4354
C 4.7829 4.6453 -2.5259
N 1.8053 2.9170 0.2327
H 3.2678 0.9187 0.1888
H 4.3876 2.0535 1.0774
H 4.7886 1.5696 -0.4975
H 3.5866 3.8916 0.1300
H 2.3214 3.8296 -2.1411
H 2.7989 2.0969 -2.2605
H 5.7458 4.6609 -3.0395
H 5.0122 5.1742 -1.5947
H 4.1319 5.2402 -3.1741
H 1.2116 2.2400 -0.2723
H 1.8469 2.6089 1.2075
C 0.3815 -2.4715 -4.2886
C -0.8273 -2.2538 -5.1748
C -1.4366 -3.5389 -5.7447
O -0.7729 -3.8464 -6.9490
C -1.3855 -4.8770 -7.7088
N -1.8925 -1.6098 -4.3391
H 0.9829 -1.6026 -4.0155
H 1.1299 -3.1625 -4.6878
H 0.0653 -3.0342 -3.4025
H -0.6119 -1.6655 -6.0688
H -2.5177 -3.5834 -5.9212
H -1.2259 -4.3717 -5.0464
H -1.2551 -5.9102 -7.3569
H -0.7829 -4.9644 -8.6162
H -2.4232 -4.6695 -7.9656
H -2.2553 -2.3186 -3.7025
H -2.7152 -1.4688 -4.9269
C 2.6567 -1.7433 3.5211
C 1.3246 -1.4539 2.7837
O 1.1511 -0.1066 2.4605
H 2.6504 -1.0325 4.3539
H 3.5406 -1.6324 2.8982
H 2.6843 -2.7300 3.9801
H 0.5190 -1.8011 3.4489
H 1.4046 -2.1624 1.9434
H 0.3260 -0.0596 1.8459
```

Atomic partial charges in e from the Mulliken method, atoms 1 to 6: 0.8418 0.9158 0.7826 0.8812 0.9003 1.4078

---

4.
This record from the Open Molecules 2025 dataset describes a 10-piece molecular cluster, C14H39N9O20Si overall in a non-equilibrium geometry. The level of theory is ωB97M-V with the def2-TZVPD basis set.

Output
Kohn-Sham gap, eV: 9.696
Net charge: 0
SMILES: C[Si](C)(C)COC=O.C[N+](=O)[O-].C[N+](=O)[O-].C[N+](=O)[O-].C[N+](=O)[O-].C[N+](=O)[O-].C[N+](=O)[O-].C[N+](=O)[O-].C[N+](=O)[O-].C[N+](=O)[O-]
HOMO energy, eV: -9.8
LUMO level, eV: -0.1

Structure (XYZ):
```
83
C14H39N9O20Si ωB97M-V with the def2-TZVPD basis set
C 2.8015 1.6543 2.4557
Si 1.6774 0.1378 2.3832
C 1.0703 -0.2576 4.1266
C 0.2878 0.5306 1.1619
C 2.5708 -1.4157 1.6988
O 3.8584 -1.0571 1.0878
C 4.7319 -2.0834 1.2803
O 4.6088 -3.1063 0.7404
H 3.5896 1.6246 1.7078
H 2.2082 2.5485 2.2949
H 3.2233 1.7574 3.4508
H 1.6940 -1.0740 4.5084
H 0.0394 -0.6035 4.2013
H 1.2247 0.5592 4.8162
H -0.2724 -0.3918 1.0033
H -0.3357 1.3567 1.4806
H 0.7541 0.7597 0.2047
H 2.7139 -2.1424 2.5012
H 1.9825 -1.9012 0.9209
H 5.5266 -1.8469 1.9965
C -2.6105 0.4403 7.1725
N -1.6050 0.4462 6.0740
O -1.8419 -0.2312 5.0884
O -0.6199 1.1269 6.2388
H -3.4316 -0.2069 6.8870
H -2.1150 0.0716 8.0658
H -2.9490 1.4630 7.3084
C -3.2620 -1.0619 -1.4177
N -2.5108 0.1458 -0.9789
O -2.7919 0.6191 0.1059
O -1.6642 0.5786 -1.7349
H -3.9686 -1.3260 -0.6493
H -3.7634 -0.8141 -2.3408
H -2.5367 -1.8567 -1.5676
C 5.0128 -3.4688 -2.4726
N 5.9461 -3.0505 -3.5538
O 5.5296 -2.2668 -4.3889
O 7.0644 -3.5179 -3.5335
H 4.0642 -2.9712 -2.6231
H 4.9018 -4.5474 -2.5386
H 5.4524 -3.1784 -1.5254
C -2.5810 -2.9182 3.2335
N -3.6392 -3.0208 2.1912
O -4.6377 -3.6586 2.4548
O -3.4248 -2.4489 1.1408
H -2.9046 -3.4698 4.1084
H -1.6721 -3.3437 2.8177
H -2.4482 -1.8648 3.4630
C 2.9324 6.2578 2.3710
N 2.8657 5.3285 3.5326
O 3.5247 4.3112 3.4766
O 2.1488 5.6584 4.4563
H 3.6024 5.8367 1.6304
H 1.9262 6.3576 1.9748
H 3.3036 7.2105 2.7365
C 6.8595 -0.6727 -7.1844
N 6.2990 0.6319 -7.6326
O 5.4273 0.6128 -8.4784
O 6.7545 1.6316 -7.1141
H 6.3609 -1.4679 -7.7256
H 7.9239 -0.6635 -7.3993
H 6.6765 -0.7582 -6.1170
C 3.4770 0.7335 -4.0261
N 3.2130 -0.1006 -2.8208
O 4.1722 -0.5318 -2.2134
O 2.0508 -0.2947 -2.5307
H 4.5494 0.8173 -4.1598
H 3.0162 0.2356 -4.8740
H 3.0275 1.7069 -3.8541
C -7.7058 -1.4535 -1.5994
N -6.6923 -1.1765 -2.6522
O -6.9736 -0.3606 -3.5081
O -5.6443 -1.7862 -2.5808
H -8.5763 -0.8405 -1.7920
H -7.9548 -2.5095 -1.6516
H -7.2606 -1.2031 -0.6410
C -8.9939 2.5875 -2.0561
N -9.4093 1.8262 -0.8444
O -8.5362 1.2822 -0.1950
O -10.5946 1.8002 -0.5910
H -7.9167 2.5204 -2.1545
H -9.4912 2.1377 -2.9103
H -9.3105 3.6170 -1.9179
```

Atomic partial charges in e from the Mulliken method, atoms 1 to 6: -1.2005 0.3822 -0.7667 -1.0307 -0.6909 -0.1687

---

5.
This record from the Open Molecules 2025 dataset describes a 2-piece molecular cluster, C14H3Cl4F6O2S overall in a non-equilibrium geometry. The level of theory is ωB97M-V with the def2-TZVPD basis set.

Output
Kohn-Sham gap, eV: 5.990
Net charge: -1
Energy relative to the best compared isomer or geometry (same formula, charge and spin), eV: 0.000
HOMO energy, eV: -4.6
LUMO level, eV: 1.4

Structure (XYZ):
```
30
C14H3Cl4F6O2S ωB97M-V with the def2-TZVPD basis set
Cl 2.7129 -1.3759 2.3710
C 1.2680 -0.4689 2.4277
C 1.2665 0.8881 2.4347
Cl 2.7027 1.8078 2.3887
C 0.0022 1.6827 2.4664
O 0.0027 2.9084 2.5268
C -1.2626 0.8891 2.4348
Cl -2.6981 1.8098 2.3885
C -1.2651 -0.4680 2.4280
Cl -2.7107 -1.3738 2.3721
C 0.0012 -1.2492 2.6751
O 0.0009 -2.3134 3.2854
F 3.4751 0.0395 -3.2052
C 2.5138 1.0059 -3.0850
F 3.0024 1.9368 -2.1999
F 2.4088 1.6276 -4.2969
C 1.2000 0.4429 -2.5953
C -0.0005 0.9668 -3.0772
C -1.2008 0.4428 -2.5948
C -2.5149 1.0055 -3.0841
F -3.4758 0.0387 -3.2052
F -3.0040 1.9356 -2.1985
F -2.4102 1.6281 -4.2955
C -1.2170 -0.5575 -1.6382
C 0.0000 -1.0292 -1.0766
S 0.0005 -2.0827 0.2268
C 1.2167 -0.5574 -1.6388
H -0.0007 1.7548 -3.8201
H -2.1492 -0.9749 -1.2759
H 2.1491 -0.9747 -1.2770
```

Atomic partial charges in e from the Mulliken method, atoms 1 to 6: -0.1365 0.6518 0.0220 -0.1816 0.3671 -0.6895

---

6.
This record from the Open Molecules 2025 dataset describes a 4-piece molecular cluster, C14H40BrN3O3 overall in a non-equilibrium geometry. The level of theory is ωB97M-V with the def2-TZVPD basis set.

Output
Kohn-Sham gap (alpha / beta), eV: 2.326 / 8.314
Expectation value of S²: 0.751
Net charge: +1
HOMO energy (alpha / beta), eV: -4.2 / -10.3
LUMO level (alpha / beta), eV: -1.9 / -2.0
2S+1: 2

Structure (XYZ):
```
61
C14H40BrN3O3 ωB97M-V with the def2-TZVPD basis set
Br -0.4445 -0.5355 0.6182
C 3.5734 -0.5772 -1.1765
C 4.0691 -0.4449 0.3122
C 4.3974 0.9837 0.7280
O 4.6073 1.0490 2.1765
C 4.6500 2.3738 2.7247
N 3.0333 -1.0910 1.2394
H 3.1261 -2.0941 1.1675
H 3.0476 -0.6561 2.1508
H 2.1250 -0.9068 0.8378
H 4.1901 -0.1406 -1.9620
H 2.5679 -0.1575 -1.2072
H 3.3371 -1.6310 -1.3239
H 4.9915 -0.9840 0.5284
H 3.6793 1.7583 0.4588
H 5.2730 1.3597 0.1988
H 4.4506 2.2988 3.7936
H 3.8650 3.0537 2.3935
H 5.5514 2.9575 2.5378
C -1.9920 3.4032 -0.2118
N -1.3190 3.8365 1.1328
C -1.4992 5.3407 1.2606
C -2.1673 3.2134 2.2062
C 0.1447 3.3592 1.2757
C 1.2237 4.0520 0.4024
O 1.0863 3.8146 -0.9450
H -1.6613 2.3646 -0.2065
H -1.4303 3.9239 -0.9873
H -3.0738 3.5362 -0.1974
H -1.0369 5.8503 0.4152
H -1.1307 5.7465 2.2028
H -2.5673 5.5496 1.3211
H -3.2170 3.4964 2.1279
H -1.7258 3.3452 3.1940
H -2.1189 2.1370 2.0415
H 0.2620 2.2767 1.3259
H 0.3792 3.6268 2.3060
H 2.2371 3.7443 0.6602
H 1.2477 5.1215 0.6113
H 1.9259 3.8325 -1.4102
C -1.2206 -4.2633 -0.1293
N -2.3133 -3.9968 -1.1280
C -3.6610 -4.2401 -0.4210
C -2.1855 -2.5777 -1.7856
C -2.2170 -5.1101 -2.2318
C -2.9476 -4.8217 -3.5462
O -4.3058 -4.3771 -3.3596
H -1.2789 -5.2415 0.3480
H -1.3535 -3.4414 0.5743
H -0.2578 -4.2233 -0.6386
H -3.7121 -5.3196 -0.2793
H -4.5014 -3.9484 -1.0509
H -3.6514 -3.6314 0.4832
H -1.1571 -2.4966 -2.1377
H -2.4563 -1.8448 -1.0256
H -2.7543 -2.4499 -2.7066
H -2.4371 -6.0731 -1.7711
H -1.1690 -5.1776 -2.5238
H -2.9609 -5.6652 -4.2364
H -2.3198 -4.1649 -4.1483
H -4.7975 -5.1226 -3.0074
```

Atomic partial charges in e from the Mulliken method, atoms 1 to 6: -0.7524 -1.3027 -0.4455 -0.3911 -0.1156 -0.6664

---

7.
This record from the Open Molecules 2025 dataset describes C14H40Cd2N2O8 as an isolated structure in a non-equilibrium geometry. The level of theory is ωB97M-V with the def2-TZVPD basis set.

Output
Kohn-Sham gap, eV: 1.686
Net charge: +2
Energy relative to the best compared isomer or geometry (same formula, charge and spin), eV: 15.328
HOMO energy, eV: -12.6
LUMO level, eV: -10.9

Structure (XYZ):
```
66
C14H40Cd2N2O8 ωB97M-V with the def2-TZVPD basis set
Cd 2.2886 -4.2210 2.5852
Cd 0.8936 -7.5268 -0.6805
C 3.0021 -9.2050 3.0541
O 2.3342 -8.0109 2.5734
H 3.9825 -8.9483 3.4553
H 2.4211 -9.6537 3.8598
H 3.1021 -9.9827 2.2969
C 1.2512 -2.8880 -2.0680
O 1.5047 -3.8433 -1.0719
H 1.6902 -1.9454 -1.7412
H 1.6048 -3.1936 -3.0527
H 0.1932 -2.8289 -2.3237
C 3.2409 -0.0515 -5.9658
O 4.2517 0.8751 -6.3096
C 4.4404 2.0810 -5.5074
C 4.4869 1.9153 -4.0520
N 4.0360 3.0771 -3.2546
C 2.5989 3.3098 -3.0753
C 2.2704 4.4007 -1.8998
O 1.1989 3.7834 -1.2332
C 0.4659 4.6231 -0.4126
H 2.3676 0.3763 -5.4733
H 3.5918 -0.9519 -5.4614
H 2.7540 -0.4875 -6.8381
H 3.6645 2.7956 -5.7821
H 5.3681 2.4707 -5.9264
H 5.4722 1.5311 -3.7882
H 3.8445 1.1005 -3.7180
H 4.4463 3.8938 -3.6844
H 2.0154 2.4209 -2.8354
H 2.2262 3.7766 -3.9870
H 1.9213 5.3701 -2.2552
H 3.1278 4.5764 -1.2500
H 1.0270 5.0505 0.4185
H -0.3665 4.0052 -0.0759
H -0.0478 5.4527 -0.8985
C -3.4110 1.0567 6.6857
O -3.8607 0.2515 5.6451
C -3.0906 0.2885 4.4140
C -3.8606 0.6536 3.1542
N -3.2896 -0.0708 1.9623
C -4.4562 -0.4441 1.0697
C -5.0124 0.8429 0.4791
O -3.9867 1.8019 0.3183
C -3.9422 2.2332 -0.9997
H -3.3238 2.0704 6.2946
H -2.4360 0.8006 7.1001
H -4.0546 1.1506 7.5604
H -2.6072 -0.6883 4.3998
H -2.3882 1.1218 4.3973
H -3.6815 1.7217 3.0309
H -4.9178 0.4994 3.3699
H -2.8011 0.6521 1.4535
H -5.2914 -0.9967 1.4999
H -4.1330 -1.0619 0.2319
H -5.8342 1.1507 1.1256
H -5.5028 0.5662 -0.4542
H -3.3797 1.6174 -1.7015
H -3.5519 3.2394 -0.8469
H -4.8935 2.4359 -1.4916
O -1.1993 -4.1493 2.9745
H -1.8810 -3.5989 2.5890
H -1.6625 -4.9330 3.2703
O 2.0138 -0.8306 2.9002
H 1.2780 -0.3464 2.5255
H 2.4873 -0.1821 3.4214
```

Atomic partial charges in e from the Mulliken method, atoms 1 to 6: 0.8477 0.7203 -0.4545 -0.3303 0.2522 0.2466

---

- Number 3 is which compound?
  C14H39InN3Na4O8P

---

- Number 1 is which compound?
  C14H39Cl2N3O2P3Ru

---

- Number 6 is which compound?
  C14H40BrN3O3

---

- net charge of number 2 (C14H39F3O13)?
  0